[1]
Formula: C5H6O2
Source: the Open Molecules 2025 dataset
Level of theory: ωB97M-V with the def2-TZVPD basis set

Cartesian coordinates (Å):
1 C -1.840 -0.746 1.695
2 C -0.915 -0.440 0.987
3 C 0.236 -0.094 0.143
4 C 0.896 -1.317 -0.483
5 O -0.214 0.747 -0.943
6 C 0.058 2.055 -0.850
7 O 0.645 2.602 0.045
8 H -2.664 -0.999 2.326
9 H 0.957 0.481 0.733
10 H 0.202 -1.807 -1.171
11 H 1.188 -2.027 0.296
12 H 1.790 -1.018 -1.038
13 H -0.339 2.562 -1.740

Output
- M (g mol⁻¹) = 98.10
- LUMO level (eV) = 1.0
- HOMO-LUMO gap (eV) = 11.37
- SMILES = C#C[C@@H](C)OC=O

---

[2]
Formula: C5H6O2
Source: the Open Molecules 2025 dataset
Level of theory: ωB97M-V with the def2-TZVPD basis set

Cartesian coordinates (Å):
1 C -1.106 -0.314 1.020
2 O -0.003 0.486 1.489
3 C 0.801 0.803 0.386
4 C 1.257 -0.332 -0.525
5 O 0.478 -1.504 -0.324
6 C -0.687 -0.658 -0.396
7 C 0.137 0.579 -0.894
8 H -2.038 0.261 1.015
9 H -1.207 -1.145 1.735
10 H 1.419 1.678 0.501
11 H 2.237 -0.456 -0.959
12 H -1.260 -0.642 -1.300
13 H -0.027 1.245 -1.748

Output
- M (g mol⁻¹) = 98.10
- LUMO level (eV) = 1.0
- HOMO-LUMO gap (eV) = 9.77

---

[3]
Formula: C5H6O2
Source: the Open Molecules 2025 dataset
Level of theory: ωB97M-V with the def2-TZVPD basis set

Cartesian coordinates (Å):
1 C -1.717 -0.919 1.287
2 C -0.488 -0.625 0.912
3 C 0.272 -0.061 0.016
4 C -1.002 0.415 -0.783
5 O -1.529 1.492 -0.676
6 C 1.784 0.151 -0.102
7 O 2.231 0.513 -1.388
8 H -2.321 -0.176 1.805
9 H -2.164 -1.876 1.043
10 H -1.462 -0.427 -1.337
11 H 2.125 0.875 0.655
12 H 2.300 -0.791 0.124
13 H 1.972 1.427 -1.556

Output
- M (g mol⁻¹) = 98.10
- LUMO level (eV) = 0.4
- HOMO-LUMO gap (eV) = 9.99
- SMILES = C=C=C(C=O)CO

---

Computed values of energy above the lowest of the compared OMol25 structures with the same formula, charge and spin (unit: kJ/mol) for the preceding records, in sequence: 178.72 348.88 341.48.